(1)
{
  "formula": "C6H12BN2O3",
  "method": "ωB97M-V/def2-TZVPD",
  "elements": ["C", "B", "O", "C", "C", "N", "C", "N", "H", "H", "H", "H", "H", "H", "H", "H", "O", "C", "C", "O", "H", "H", "H", "H"],
  "positions_angstrom": [[-2.0737, 1.9879, -0.9358], [-1.6870, 0.9636, -2.0500], [-2.4165, 0.7727, -3.2114], [-0.3781, 0.1110, -1.8132], [-0.1405, -0.6023, -0.6775], [1.1376, -1.1669, -0.8902], [1.5920, -0.7941, -2.0616], [0.6978, -0.0133, -2.6573], [-3.0412, 2.4528, -1.0754], [-2.0173, 1.4598, 0.0171], [-1.2751, 2.7272, -0.8790], [-2.4852, 1.6116, -3.6767], [-0.7043, -0.7128, 0.2439], [1.6367, -1.7371, -0.2014], [2.5428, -1.0417, -2.4863], [0.7592, 0.4215, -3.5616], [-0.7593, -1.2221, 2.9623], [0.2738, -0.5245, 3.4951], [1.6965, -1.0793, 3.0089], [2.7240, -0.4048, 3.5139], [0.3506, -0.5392, 4.6060], [0.2940, 0.5712, 3.2575], [1.5998, -1.0609, 1.8489], [1.6735, -2.1803, 3.2237]],
  "orbital_gap_ha": 0.0756,
  "total_charge": -1,
  "homo_ev": -0.65,
  "total_energy_ha": -595.77357
}

---

(2)
{
  "formula": "C10H19Cl2NOTb",
  "method": "ωB97M-V/def2-TZVPD",
  "elements": ["Tb", "Cl", "Cl", "C", "H", "H", "C", "C", "H", "C", "H", "C", "H", "H", "C", "H", "H", "C", "H", "H", "H", "H", "C", "N", "C", "C", "O", "H", "H", "H", "H", "H", "H", "H"],
  "positions_angstrom": [[0.2970, -2.6490, -0.6098], [-1.2425, -2.1313, -2.5024], [1.2140, -4.8187, 0.1105], [-1.1897, 0.0494, 1.4686], [-0.2203, -0.1398, 1.9782], [-1.8319, -0.8088, 1.7109], [-1.3885, 1.5162, 0.2595], [-1.8269, 1.2823, 1.6802], [-0.4394, 2.0214, 0.1150], [-3.3497, 1.2212, 1.8679], [-1.2918, 1.8335, 2.4549], [-4.0589, 0.5761, 0.6546], [-3.6457, 0.7003, 2.7979], [-3.6920, 2.2550, 1.9904], [-3.7451, 1.2723, -0.6640], [-3.7256, -0.4651, 0.5351], [-5.1517, 0.5893, 0.7949], [-2.2397, 1.3529, -0.9322], [-4.2449, 0.7609, -1.4956], [-4.1155, 2.3020, -0.6290], [-1.9341, 0.4073, -1.3973], [-2.0585, 2.0452, -1.7802], [4.3624, -1.9317, -1.4511], [4.0154, -0.7087, -0.6870], [5.0779, 0.1799, -0.1976], [2.7633, -0.4489, -0.3947], [1.8300, -1.2739, -0.7147], [5.4676, -1.9302, -1.5265], [3.8729, -1.9192, -2.4452], [3.9760, -2.8268, -0.9256], [4.7837, 1.2304, -0.3338], [5.2354, 0.0464, 0.8883], [5.9928, -0.0620, -0.7552], [2.5042, 0.4721, 0.1349]],
  "orbital_gap_ha": [0.1297, 0.2241],
  "total_charge": -1,
  "homo_ev": [-0.49, -3.15],
  "de_lowest_ev": 2.591,
  "total_energy_ha": -2267.16503,
  "spin_multiplicity": 7
}

---

(3)
{
  "formula": "C7H7O6Os",
  "method": "ωB97M-V/def2-TZVPD",
  "elements": ["O", "C", "Os", "C", "O", "C", "O", "C", "O", "C", "O", "H", "C", "C", "O", "H", "H", "H", "H", "H", "H"],
  "positions_angstrom": [[-0.0314, 2.5263, 0.5871], [0.0058, 1.8771, -0.4132], [-0.0408, -0.1613, -1.3128], [-0.0325, -1.7296, -0.2656], [-0.0218, -2.6744, 0.4062], [-0.1452, -1.1560, -2.9864], [-0.2185, -1.7434, -3.9875], [1.8501, 0.0580, -0.8618], [2.9308, 0.1136, -0.4383], [-1.9109, 0.0906, -0.7785], [-2.9843, 0.1567, -0.3569], [0.0720, 2.4138, -1.4107], [1.0412, 0.7043, 4.3908], [1.2107, 0.3916, 2.9199], [0.0089, -0.0515, 2.2799], [0.2840, 1.4828, 4.5178], [1.9875, 1.0550, 4.8072], [0.7263, -0.1932, 4.9348], [1.5182, 1.2842, 2.3625], [2.0054, -0.3570, 2.7608], [-0.1039, -0.9971, 2.4698]],
  "orbital_gap_ha": [0.3056, 0.2258],
  "total_charge": 3,
  "homo_ev": [-21.55, -23.56],
  "de_lowest_ev": 0.000,
  "total_energy_ha": -811.55783,
  "spin_multiplicity": 5
}